a) The following is a DFT calculation (ωB97M-V/def2-TZVPD) of a structure of composition C4H8N2P.

```
! RIJCOSX wB97M-V def2-TZVPD def2/J DEFGRID3
* xyz 1 1
C 0.90969 -1.36515 -0.27568
C 1.32989 -0.15355 0.17868
C -0.95653 0.14085 0.22188
C -2.31234 0.57702 0.38704
N 0.20147 0.63838 0.55420
N -0.34630 -1.63075 -0.34091
P 3.07956 0.44400 -0.16822
H 1.68034 -2.13199 -0.67417
H -2.26350 1.59368 0.86339
H -2.90930 0.52780 -0.48002
H -2.85696 -0.07114 1.07114
H 0.31690 1.64095 0.62131
H -0.88952 -2.37961 -0.56011
H 3.41458 1.05928 1.00330
H 2.65909 1.60729 -0.70595
*
```

- E_LUMO (alpha / beta): -4.4 / -4.4 eV
- Gap between HOMO and LUMO (alpha / beta): 8.68 / 8.68 eV


b) The following is a DFT calculation (ωB97M-V/def2-TZVPD) of the ion C4H8N2P with charge +1.

```
! RIJCOSX wB97M-V def2-TZVPD def2/J DEFGRID3
* xyz 1 1
C 1.55763 1.11638 0.01605
C 0.15485 1.49004 0.21683
C 1.91203 -0.16877 0.18670
C -0.57693 0.45137 0.73746
N -1.91524 0.23283 0.75508
N -0.37942 -1.38517 -0.84163
P 0.58003 -1.05922 0.96389
H 2.16041 1.72260 -0.63881
H -0.24162 2.40629 -0.09893
H 2.76518 -0.57338 -0.18656
H -2.43330 0.92681 1.09756
H -2.06097 -0.64234 1.18945
H -1.34415 -1.45697 -0.61686
H 0.07952 -2.31610 -1.16151
H -0.25802 -0.74438 -1.61871
*
```

- SMILES string: NC1=P([NH3+])=CC=C1
- E_LUMO: -5.1 eV
- Gap between HOMO and LUMO: 7.55 eV


Which one sits at the bottom of the stability order? a) does.


a) The following is a DFT calculation (ωB97M-V/def2-TZVPD) of a structure of composition C4H5MnO2.

```
! RIJCOSX wB97M-V def2-TZVPD def2/J DEFGRID3
* xyz 1 6
H 2.96142 -1.42180 0.08134
O 2.00861 -1.46825 0.19683
C 1.42593 -0.27665 -0.28684
C -0.03901 -0.32441 -0.13502
C -1.13558 -0.92604 0.21672
H 1.66376 -0.11851 -1.35401
H 1.80313 0.60609 0.25894
H -1.62830 -1.78284 0.66560
C -1.31710 0.56631 -0.17750
O -1.43556 1.56494 0.74942
Mn -2.64185 2.77587 0.98133
H -1.66543 0.80529 -1.19681
*
```

- ⟨S²⟩: 8.7663
- E_LUMO (alpha / beta): -6.8 / -6.9 eV
- Gap between HOMO and LUMO (alpha / beta): 6.17 / 6.07 eV


b) The following is a DFT calculation (ωB97M-V/def2-TZVPD) of a structure of composition C4H5MnO2.

```
! RIJCOSX wB97M-V def2-TZVPD def2/J DEFGRID3
* xyz 1 6
C 0.20972 0.84308 -1.58643
C -0.56816 0.76344 -0.30303
C -0.16164 0.11831 0.76996
C 0.14691 -0.59082 1.84651
O -0.32351 -1.79829 2.13283
Mn -1.17538 -2.73527 3.27750
H 1.08337 1.50381 -1.46232
H -0.43537 1.28069 -2.36877
H -1.11229 1.69807 -0.00929
H 0.86852 -0.15362 2.55312
O 0.61061 -0.46518 -1.96068
H 0.85721 -0.46422 -2.88940
*
```

- ⟨S²⟩: 8.7746
- E_LUMO (alpha / beta): -6.8 / -6.8 eV
- Gap between HOMO and LUMO (alpha / beta): 5.41 / 5.48 eV


Which one sits at the bottom of the stability order? a) does.


a) The following is a DFT calculation (ωB97M-V/def2-TZVPD) of the molecule C2HCl3S2.

```
! RIJCOSX wB97M-V def2-TZVPD def2/J DEFGRID3
* xyz 0 1
C -0.57007 -0.91093 -0.16588
C -1.23304 0.35315 -0.22949
S 3.15612 -0.74040 0.58487
S 0.84128 -1.62443 0.05681
Cl -2.03838 0.39559 -1.78655
Cl -0.27185 1.85844 0.17295
Cl -2.48139 0.30236 1.07414
H 2.59733 0.36624 0.29316
*
```

- E_LUMO: -1.8 eV
- Gap between HOMO and LUMO: 7.36 eV


b) The following is a DFT calculation (ωB97M-V/def2-TZVPD) of the molecule C2HCl3S2.

```
! RIJCOSX wB97M-V def2-TZVPD def2/J DEFGRID3
* xyz 0 1
C -2.20817 -1.17529 -0.65863
C -3.11558 -0.13353 -0.40542
S 1.07496 -1.37588 1.28596
S -0.91584 -1.86254 -0.15427
Cl -4.56726 0.12963 -1.46435
Cl -2.20631 1.34701 -0.32640
Cl -4.02292 -0.30241 1.21082
H 0.25601 -0.75504 2.02713
*
```

- E_LUMO (alpha / beta): -2.2 / -2.2 eV
- Gap between HOMO and LUMO (alpha / beta): 6.80 / 6.94 eV


Which one sits at the bottom of the stability order? b) does.